Entry 1:
The following is a quantum chemistry calculation of C32H33N7O8PSTi as an isolated structure, from the OMol25 dataset.

The geometry in XYZ format:
```
83
C32H33N7O8PSTi, DFT the ωB97M-V functional and the def2-TZVPD basis
Ti -0.5585 -0.7769 0.7603
O -0.3576 0.4992 -0.9644
N -1.1051 0.3807 -2.0596
C -2.4394 0.5674 -1.9226
C -3.3017 0.4811 -2.9780
C -2.7688 0.2096 -4.2388
C -1.4138 0.0610 -4.3727
C -0.5213 0.1482 -3.2776
S 1.1654 0.0019 -3.5047
H -2.7645 0.7928 -0.9139
H -4.3579 0.6133 -2.7938
H -3.4123 0.1272 -5.1068
H -0.9580 -0.1293 -5.3338
O 3.3030 -2.9520 5.1284
C 2.4888 -2.5339 4.3374
C 2.2127 -1.0769 4.0228
O 2.7513 -0.1197 4.5693
C 1.2188 -1.1049 2.9725
C 0.8006 -2.4189 2.6755
O -0.1056 -2.6053 1.8056
C 1.5558 -3.3863 3.4845
O 1.4972 -4.5993 3.4984
O 0.6802 -0.1282 2.3204
C -1.3068 2.0066 3.3429
P -1.6715 1.4650 1.6191
C -3.3931 1.1835 1.4524
C -4.4055 2.1480 1.4632
C -5.7363 1.8583 1.2330
C -6.0405 0.5021 0.8353
C -5.1396 -0.4967 0.8986
C -3.7712 -0.2996 1.4943
C -1.1505 2.9393 0.6764
C 0.1392 3.4327 0.8833
C 0.6343 4.4684 0.1066
C -0.1467 5.0287 -0.8963
C -1.4266 4.5410 -1.1136
C -1.9242 3.5036 -0.3343
H -1.8184 2.9439 3.5717
H -0.2336 2.1001 3.5093
H -1.6828 1.2248 4.0054
H -4.1161 3.1884 1.6041
H -6.4852 2.6379 1.1848
H -7.0261 0.2844 0.4274
H -5.3873 -1.4868 0.5320
H -3.7404 -0.6988 2.5357
H 0.7797 2.9771 1.6310
H 1.6451 4.8265 0.2688
H 0.2481 5.8264 -1.5143
H -2.0420 4.9583 -1.9024
H -2.9195 3.1198 -0.5190
C 2.6146 -1.0547 -0.1485
N 2.3477 -2.0953 -1.1147
C 3.4728 -2.4284 -1.9746
C 3.2324 -3.7477 -2.6761
C 1.8936 -3.6809 -3.3791
N 0.8576 -3.3533 -2.4213
C -0.5082 -3.5127 -2.8921
C 1.0700 -2.4453 -1.4251
O 0.0921 -2.0296 -0.7924
H 3.3830 -1.3815 0.5498
H 1.7240 -0.8144 0.4224
H 2.5504 0.4399 -1.6235
H 4.3638 -2.4702 -1.3444
H 3.6243 -1.6306 -2.7094
H 3.2250 -4.5630 -1.9488
H 4.0312 -3.9350 -3.3958
H 1.6391 -4.6465 -3.8234
H 1.9128 -2.9303 -4.1804
H -0.6311 -4.5320 -3.2634
H -0.7217 -2.8047 -3.7004
H -1.2044 -3.3365 -2.0770
N 4.9689 1.0036 3.1823
C 4.3177 1.3428 2.0057
N 3.5755 2.5007 2.0667
N 4.3808 0.6006 0.9620
C 3.8643 1.0704 -0.2216
N 3.0732 0.1762 -0.7898
H 4.3072 0.9579 3.9535
H 5.3723 0.0820 3.0826
H 3.9270 3.1917 2.7107
H 3.3391 2.8422 1.1397
O -2.9234 -1.9495 -0.0601
C -2.6632 -1.0999 0.7829
```

Energy relative to the best compared isomer or geometry (same formula, charge and spin) (kJ/mol): 212.7
⟨S²⟩: 0.76
Total charge: -2
2S+1: 2
Calculated total energy (hartree): -3813.51313
Frontier orbital gap (alpha / beta) (eV): 5.0 / 5.0

---

Entry 2:
The following is a quantum chemistry calculation of C32H34As2BF6N3O3RuS2 as an isolated structure, from the OMol25 dataset.

The geometry in XYZ format:
```
84
C32H34As2BF6N3O3RuS2, DFT the ωB97M-V functional and the def2-TZVPD basis
Ru -0.3584 -2.0005 -1.1862
S -0.0368 -4.6569 -1.6717
C 1.2192 -4.1306 -2.7105
S 1.4995 -2.4179 -2.7826
C 1.9889 -5.0085 -3.4698
C 1.7871 -6.4184 -3.4304
N 1.6705 -7.5673 -3.4229
C 3.0364 -4.5607 -4.3253
N 3.8915 -4.2461 -5.0350
C -3.5930 0.0812 -0.3693
As -3.7351 -1.3025 -1.6808
C -5.2280 -2.4080 -1.2226
C -4.1767 -0.3976 -3.3171
O -2.3981 -2.2469 -1.9721
H -4.5401 0.6213 -0.3414
H -2.7781 0.7414 -0.6614
H -3.3770 -0.3563 0.6012
H -6.1403 -1.8127 -1.1915
H -5.0361 -2.8524 -0.2484
H -5.3080 -3.1899 -1.9760
H -5.0675 0.2188 -3.2002
H -4.3296 -1.1439 -4.0945
H -3.3209 0.2235 -3.5808
N -0.0291 -2.8054 0.9796
H 0.6374 -3.5571 0.8341
H -0.9082 -3.2268 1.2683
H 0.2854 -2.2153 1.7425
C -0.3412 0.1740 -1.4233
C 0.0042 1.2367 -2.0262
C 0.3739 2.3683 -2.6537
C 1.6648 2.3713 -3.3798
C 1.9131 3.2383 -4.4496
C 3.1085 3.1930 -5.1532
C 4.0881 2.2683 -4.8217
C 3.8486 1.3865 -3.7742
C 2.6647 1.4441 -3.0605
C -0.5054 3.5442 -2.5780
C -0.0122 4.8568 -2.5838
C -0.8587 5.9478 -2.4643
C -2.2302 5.7736 -2.3266
C -2.7366 4.4798 -2.3088
C -1.8917 3.3905 -2.4381
H 1.1493 3.9436 -4.7527
H 3.2640 3.8759 -5.9813
H 5.0150 2.2220 -5.3798
H 4.5837 0.6346 -3.5150
H 2.4944 0.7423 -2.2524
H 1.0553 5.0177 -2.6615
H -0.4382 6.9473 -2.4648
H -2.8896 6.6272 -2.2298
H -3.8028 4.3162 -2.1990
H -2.3002 2.3859 -2.4315
F -3.0614 -2.5061 1.1227
As -3.7134 -2.8114 2.7239
F -2.4560 -1.8101 3.3917
F -4.7265 -1.4065 2.5371
F -4.3616 -3.0966 4.3000
F -4.9566 -3.7906 2.0047
F -2.6732 -4.1942 2.8568
C 3.6842 -1.2819 5.1631
C 3.0124 0.0946 5.2718
C 4.0636 1.1888 5.0420
C 2.4704 0.2445 6.6933
C 1.9131 0.2082 4.2138
C 0.5752 0.4050 4.5423
C -0.4346 0.4811 3.5766
C -0.0570 0.3582 2.2645
O -0.8281 0.3714 1.1394
B 0.0650 0.1419 0.0614
O 1.3873 0.0552 0.5635
C 1.2749 0.1673 1.9183
C 2.2695 0.0852 2.8606
H 4.4744 -1.3798 5.9129
H 4.1306 -1.4330 4.1799
H 2.9538 -2.0769 5.3231
H 4.8611 1.1128 5.7868
H 3.6099 2.1789 5.1204
H 4.5157 1.1064 4.0533
H 3.2939 0.1554 7.4060
H 1.7386 -0.5307 6.9261
H 1.9997 1.2182 6.8429
H 0.2813 0.4841 5.5791
H -1.4746 0.5876 3.8498
H 3.2925 -0.0774 2.5465
```

Energy relative to the best compared isomer or geometry (same formula, charge and spin) (kJ/mol): 53.4
⟨S²⟩: 6.02
Total charge: -2
2S+1: 5
Calculated total energy (hartree): -7616.93459
Frontier orbital gap (alpha / beta) (eV): 5.2 / 6.0

---

Entry 3:
The following is a quantum chemistry calculation of C32H34As2BF6N3O3RuS2 as an isolated structure, from the OMol25 dataset.

The geometry in XYZ format:
```
84
C32H34As2BF6N3O3RuS2, DFT the ωB97M-V functional and the def2-TZVPD basis
Ru -0.9348 -0.3331 1.9842
S -2.2447 0.1077 3.9556
C -3.6118 -0.4268 3.0174
S -3.1775 -1.0318 1.4611
C -4.9178 -0.3175 3.4659
C -5.2293 0.2267 4.7446
N -5.5131 0.6789 5.7677
C -6.0228 -0.7332 2.6682
N -6.9404 -1.0677 2.0538
C 2.1356 -3.0195 -0.0081
As 2.3680 -1.7096 1.3782
C 3.6437 -2.3345 2.6652
C 3.1958 -0.2210 0.4801
O 1.0266 -1.2195 2.2315
H 2.4380 -3.9982 0.3531
H 2.7307 -2.6959 -0.8616
H 1.0795 -3.0577 -0.2587
H 4.5706 -2.6294 2.1730
H 3.1918 -3.1824 3.1723
H 3.8278 -1.5227 3.3677
H 4.0640 -0.5891 -0.0698
H 3.5019 0.5421 1.1901
H 2.4646 0.1898 -0.2132
N 1.3544 0.1258 5.0109
H 0.8645 -0.7615 5.1078
H 0.6691 0.8194 5.2991
H 1.4210 0.2198 4.0001
C -0.2581 1.3359 0.8315
C 0.5211 2.3357 0.8312
C 1.3472 3.3969 0.8660
C 2.6670 3.1673 1.5153
C 3.8798 3.5334 0.9271
C 5.0888 3.2290 1.5373
C 5.1157 2.5544 2.7525
C 3.9175 2.1966 3.3588
C 2.7133 2.5104 2.7476
C 0.9586 4.6959 0.3184
C 1.6798 5.8668 0.5910
C 1.2860 7.0911 0.0711
C 0.1575 7.1924 -0.7298
C -0.5755 6.0412 -0.9993
C -0.1820 4.8169 -0.4921
H 3.8678 4.0374 -0.0324
H 6.0183 3.5066 1.0531
H 6.0618 2.3119 3.2215
H 3.9086 1.6688 4.3051
H 1.7771 2.2352 3.2159
H 2.5491 5.8165 1.2339
H 1.8643 7.9779 0.3056
H -0.1512 8.1493 -1.1320
H -1.4649 6.0999 -1.6159
H -0.7588 3.9255 -0.7093
F -0.5806 -3.9759 1.0025
As -0.2899 -4.9758 2.3940
F -1.8927 -5.6125 2.3105
F 0.2834 -6.2399 1.3332
F 0.0585 -5.9759 3.7718
F 1.3708 -4.3728 2.4560
F -0.7875 -3.6786 3.4089
C -3.1823 -3.6157 -5.2944
C -3.0193 -2.0921 -5.2151
C -4.4158 -1.4848 -5.0631
C -2.4041 -1.5811 -6.5264
C -2.0983 -1.7070 -4.0542
C -0.8853 -2.3763 -3.8843
C 0.0027 -2.0693 -2.8538
C -0.3608 -1.0602 -1.9951
O 0.3028 -0.5736 -0.9023
B -0.5598 0.4092 -0.3382
O -1.6837 0.5669 -1.1852
C -1.5517 -0.3722 -2.1570
C -2.4327 -0.6739 -3.1722
H -3.8843 -3.8716 -6.0927
H -3.5696 -4.0104 -4.3539
H -2.2409 -4.1209 -5.5101
H -5.0562 -1.8407 -5.8735
H -4.3933 -0.3951 -5.1165
H -4.8722 -1.7718 -4.1145
H -3.0415 -1.8391 -7.3777
H -1.4180 -2.0203 -6.6880
H -2.2883 -0.4959 -6.4962
H -0.6150 -3.1751 -4.5628
H 0.9256 -2.6181 -2.7231
H -3.3646 -0.1313 -3.2352
```

Energy relative to the best compared isomer or geometry (same formula, charge and spin) (kJ/mol): 83.0
⟨S²⟩: 6.02
Total charge: -2
2S+1: 5
Calculated total energy (hartree): -7616.92329
Frontier orbital gap (alpha / beta) (eV): 5.7 / 6.6

---

Entry 4:
The following is a quantum chemistry calculation of C32H34AuBrNO2Sb2 as an isolated structure, from the OMol25 dataset.

The geometry in XYZ format:
```
73
C32H34AuBrNO2Sb2, DFT the ωB97M-V functional and the def2-TZVPD basis
Au -1.6847 -1.0267 0.6653
C 2.3425 0.1825 3.2719
C 3.3440 -0.0946 2.1862
C 4.7040 -0.0824 2.4917
C 5.6702 -0.3797 1.5436
C 5.2987 -0.7112 0.2498
C 3.9539 -0.7361 -0.0764
C 2.9895 -0.4142 0.8762
Sb 1.0647 -0.6208 0.0372
C 1.0788 0.5545 -1.7373
C 0.4477 0.0526 -2.8713
C 0.3704 0.7895 -4.0415
C 0.9286 2.0536 -4.0775
C 1.5782 2.5483 -2.9595
C 1.6916 1.8246 -1.7717
C 2.5273 2.4428 -0.6808
C 1.1687 -2.7705 -0.1458
C 2.0039 -3.2968 0.8336
C 2.1621 -4.6656 0.9590
C 1.4918 -5.5074 0.0905
C 0.6582 -4.9753 -0.8778
C 0.4529 -3.6051 -1.0072
C -0.5422 -3.1535 -2.0363
H 2.8474 0.5078 4.1792
H 1.7728 -0.7176 3.5191
H 1.6336 0.9540 2.9816
H 5.0070 0.1619 3.5019
H 6.7160 -0.3616 1.8189
H 6.0441 -0.9507 -0.4958
H 3.6660 -0.9987 -1.0912
H -0.0065 -0.9197 -2.8508
H -0.1269 0.3767 -4.9084
H 0.8713 2.6533 -4.9763
H 2.0360 3.5282 -3.0052
H 2.7670 3.4702 -0.9507
H 3.4680 1.9050 -0.5635
H 2.0381 2.4592 0.2881
H 2.5403 -2.6504 1.5171
H 2.7982 -5.0632 1.7371
H 1.5988 -6.5798 0.1773
H 0.1170 -5.6411 -1.5385
H -1.3049 -3.9192 -2.1734
H -0.0666 -2.9913 -3.0056
H -1.0593 -2.2398 -1.7395
N -1.2121 -3.8070 2.0104
C -1.3844 -2.7800 1.5196
Br 0.3529 6.2711 3.0385
C -0.3946 5.2867 1.6115
C -1.0214 5.9526 0.5674
C -1.5699 5.2278 -0.4808
C -1.5076 3.8441 -0.4835
C -0.8645 3.1948 0.5646
C -0.2985 3.9071 1.6158
C -0.7604 1.7230 0.5336
O -1.6671 1.0279 0.0254
O 0.3037 1.2075 1.0480
H -1.0791 7.0321 0.5777
H -2.0528 5.7500 -1.2951
H -1.9355 3.2669 -1.2911
H 0.2057 3.3940 2.4224
C -5.5520 -1.4362 2.1566
Sb -4.5051 -0.8762 0.3911
C -5.5463 0.9187 -0.0961
C -5.4305 -2.2182 -0.9819
H -6.6232 -1.4263 1.9649
H -5.3214 -0.7432 2.9629
H -5.2432 -2.4362 2.4545
H -6.6175 0.7279 -0.0720
H -5.2602 1.2575 -1.0894
H -5.3003 1.6941 0.6263
H -6.5094 -2.1863 -0.8426
H -5.0730 -3.2291 -0.7967
H -5.1907 -1.9372 -2.0052
```

Energy relative to the best compared isomer or geometry (same formula, charge and spin) (kJ/mol): 0.0
Total charge: +1
2S+1: 1
Calculated total energy (hartree): -4634.94791
Frontier orbital gap (eV): 6.5

---

Entry 5:
The following is a quantum chemistry calculation of C32H34BCuI2N8S as an isolated structure, from the OMol25 dataset.

The geometry in XYZ format:
```
79
C32H34BCuI2N8S, DFT the ωB97M-V functional and the def2-TZVPD basis
Cu 0.0375 0.1309 0.2468
C -0.5674 -2.1625 4.8772
C -0.1537 -1.0397 4.0017
C 0.0781 0.2761 4.3702
C 0.4049 0.9505 3.1905
N 0.3655 0.0712 2.1882
N 0.0249 -1.1348 2.6698
B -0.0695 -2.3477 1.7269
N 1.1474 -2.2878 0.7761
N 1.3187 -1.2309 -0.0245
C 2.4398 -1.3969 -0.7356
C 2.9899 -2.6346 -0.3814
C 2.1481 -3.1680 0.5827
C 2.2831 -4.4564 1.3073
C 2.9383 -0.4195 -1.6936
C 2.5662 0.9202 -1.5869
C 3.0306 1.8582 -2.4875
C 3.8852 1.4717 -3.5069
C 4.2690 0.1458 -3.6175
C 3.8004 -0.7986 -2.7239
N -1.3175 -2.2240 0.8300
N -1.5062 -1.1529 0.0338
C -2.6119 -1.3560 -0.6867
C -3.1422 -2.6010 -0.3497
C -2.2979 -3.1206 0.6177
C -2.4061 -4.4254 1.3119
C -3.1382 -0.4132 -1.6726
C -3.5005 0.8812 -1.3130
C -4.0441 1.7393 -2.2541
C -4.1956 1.3265 -3.5690
C -3.8396 0.0363 -3.9287
C -3.3404 -0.8382 -2.9825
C 0.7545 2.3376 2.9255
C 1.7450 2.6119 1.9825
C 2.0301 3.9145 1.6254
C 1.3140 4.9593 2.1867
C 0.3389 4.6973 3.1368
C 0.0711 3.3949 3.5194
H -0.6852 -1.7926 5.8921
H -1.5150 -2.5784 4.5403
H 0.1727 -2.9597 4.8751
H 0.0543 0.6817 5.3607
H -0.0795 -3.3491 2.3418
H 3.8972 -3.0624 -0.7532
H 3.0485 -5.0648 0.8321
H 2.5753 -4.2836 2.3424
H 1.3431 -5.0048 1.3097
H 1.9203 1.2261 -0.7691
H 2.7466 2.8950 -2.3814
H 4.2626 2.2013 -4.2069
H 4.9547 -0.1492 -4.3962
H 4.1036 -1.8293 -2.8310
H -4.0211 -3.0460 -0.7639
H -3.3014 -4.9434 0.9793
H -1.5439 -5.0503 1.0874
H -2.4567 -4.2924 2.3906
H -3.3839 1.2123 -0.2919
H -4.3650 2.7255 -1.9509
H -4.6173 1.9942 -4.3071
H -3.9638 -0.3031 -4.9452
H -3.1112 -1.8575 -3.2524
H 2.2827 1.7911 1.5275
H 2.8054 4.1119 0.9003
H 1.5167 5.9781 1.8920
H -0.2239 5.5100 3.5755
H -0.6910 3.1986 4.2574
C -0.4614 1.5681 -4.0329
N -0.5507 1.4275 -2.5964
C -0.7492 2.4339 -1.7509
N -0.9143 3.6763 -2.2117
S -0.7428 2.2064 -0.0731
H -0.3900 0.5786 -4.4771
H 0.4244 2.1451 -4.3133
H -1.3571 2.0543 -4.4250
H -0.5042 0.4940 -2.2006
H -1.0989 3.8567 -3.1850
H -1.1149 4.4025 -1.5438
I 0.1368 -2.5488 -3.2632
I 0.3595 -4.8581 -1.9630
```

⟨S²⟩: 0.75
Total charge: +1
2S+1: 2
Calculated total energy (hartree): -4336.76744
Frontier orbital gap (alpha / beta) (eV): 6.9 / 6.8

---

Entry 6:
The following is a quantum chemistry calculation of C32H34BeFN5O6S as an isolated structure, from the OMol25 dataset.

The geometry in XYZ format:
```
80
C32H34BeFN5O6S, DFT the ωB97M-V functional and the def2-TZVPD basis
Be -0.1918 -0.1250 0.7242
C 4.8098 -5.8036 -0.6820
C 3.9651 -5.2357 0.4534
N 2.9202 -4.3337 -0.0187
C 3.0383 -2.9960 0.2122
C 2.1629 -2.0560 -0.1985
C 2.3935 -0.6617 0.3295
O 3.5371 -0.2662 0.4877
O 1.3306 -0.0306 0.6345
C 1.0115 -2.4248 -0.9956
O 0.1685 -1.6490 -1.4338
C 0.9048 -3.8818 -1.2488
C -0.1763 -4.3632 -1.9787
C -0.4230 -5.7047 -2.0617
F -1.5028 -6.1212 -2.7704
C 0.3766 -6.6318 -1.3852
C 1.5365 -6.1633 -0.7959
C 1.8110 -4.7962 -0.6968
N 0.0622 -8.0200 -1.2260
C 0.0296 -8.4801 0.1748
C 0.5075 -9.9388 0.1878
N 0.2749 -10.4613 -1.2002
C -1.1092 -10.1005 -1.6493
C -1.1172 -8.5729 -1.8971
H 5.5608 -6.4892 -0.2878
H 5.3240 -4.9943 -1.2021
H 4.1969 -6.3307 -1.4140
H 4.6003 -4.6544 1.1169
H 3.5211 -6.0312 1.0560
H 3.8980 -2.6868 0.7924
H -0.8521 -3.6517 -2.4361
H 2.1980 -6.8770 -0.3236
H -0.9861 -8.3885 0.5780
H 0.6528 -7.8567 0.8061
H -0.0508 -10.5484 0.8944
H 1.5714 -10.0238 0.3983
H 0.4777 -11.4534 -1.2867
H 0.9003 -9.8998 -1.7896
H -1.7993 -10.3917 -0.8613
H -1.3456 -10.6601 -2.5497
H -2.0471 -8.1507 -1.5090
H -1.0666 -8.3657 -2.9611
C 1.2627 3.0462 0.6681
N 0.9089 2.4326 -0.5918
C 1.9358 2.6153 -1.5867
C -0.4055 2.7928 -1.0531
C -1.5528 2.2581 -0.2113
C -2.7331 2.9978 -0.2811
C -3.8817 2.6055 0.3893
C -3.8301 1.4755 1.1893
C -2.6471 0.7492 1.2570
C -1.4755 1.0779 0.5490
H 1.4051 4.1390 0.5752
H 2.1881 2.6004 1.0358
H 0.4796 2.8574 1.4024
H 2.1054 3.6791 -1.8418
H 1.6639 2.0845 -2.5016
H 2.8743 2.1979 -1.2156
H -0.5188 2.3949 -2.0678
H -0.5219 3.8911 -1.1368
H -2.7526 3.9011 -0.8835
H -4.7965 3.1781 0.2915
H -4.7002 1.1596 1.7537
H -2.6317 -0.1217 1.9051
O -0.7478 -6.0162 1.6697
S -1.5404 -4.9013 2.1483
O -2.3550 -5.1584 3.3033
N -0.6310 -3.5718 2.3247
C -1.0730 -2.5905 1.5671
O -0.6164 -1.4221 1.5613
C -2.2152 -2.9593 0.6645
C -2.8797 -2.1595 -0.2495
C -3.9058 -2.7383 -0.9884
C -4.2407 -4.0794 -0.8239
C -3.5723 -4.8736 0.1048
C -2.5673 -4.2797 0.8374
H -2.6010 -1.1201 -0.3752
H -4.4541 -2.1345 -1.7010
H -5.0333 -4.5097 -1.4234
H -3.8304 -5.9158 0.2479
```

Energy relative to the best compared isomer or geometry (same formula, charge and spin) (kJ/mol): 0.0
Total charge: 0
2S+1: 1
Calculated total energy (hartree): -2477.88955
Frontier orbital gap (eV): 5.3